Entry 1:
A molecular structure, C26H36BNO3P2Sc in a non-equilibrium geometry, computed with ωB97M-V/def2-TZVPD.

Properties
Relative energy (zero: lowest compared OMol25 entry of this formula, charge and spin): 1.8513 eV
E_HOMO (alpha / beta): -0.348 / -0.350 Ha
M: 528.29 g mol⁻¹
DFT total energy: -75123.9125 eV

The geometry in ORCA input format:
```
! wB97M-V def2-TZVPD RIJCOSX def2/J DEFGRID3
* xyz 1 1
C -4.2529 -2.4476 -1.9960
C -3.2133 -1.5387 -2.1999
C -3.5191 -0.0944 -2.0013
C -4.5526 0.2781 -1.0622
C -5.2438 -0.8224 -0.4434
C -5.1804 -2.0970 -1.0282
C -4.5520 1.6433 -0.6341
C -3.5502 2.5529 -1.0964
C -2.6100 2.0322 -2.0662
C -1.3786 2.7847 -2.3391
C -1.3718 4.1552 -2.1168
C -2.2001 4.6178 -1.1046
C -3.1631 3.8044 -0.4769
H -4.2920 -3.4080 -2.5527
H -5.8207 -0.6749 0.4450
H -5.9209 -2.8389 -0.7860
H -5.0059 1.8790 0.2901
H -0.7212 4.8215 -2.7261
H -2.1197 5.6770 -0.8553
H -3.6180 4.1260 0.4395
N -2.8318 0.8557 -2.6605
Sc -0.5896 -1.2151 1.3644
C -1.8276 -1.9786 -2.6390
H -1.4777 -1.2119 -3.3554
H -1.7750 -2.9309 -3.1785
C -0.1670 2.0679 -2.8697
H -0.5707 1.2673 -3.4799
H 0.5464 2.6875 -3.4343
P -0.6441 -1.8539 -1.1409
P 0.6601 1.1824 -1.4063
C 1.4942 2.6908 -0.7630
H 2.2315 2.3736 -0.0176
H 1.9869 3.2340 -1.5831
H 0.7663 3.3541 -0.2819
C 2.0999 0.5946 -2.4255
H 2.7021 1.4821 -2.6826
H 2.6895 -0.1309 -1.8534
H 1.7250 0.1311 -3.3617
C -1.4263 -3.2479 -0.2028
H -1.4124 -4.1200 -0.8717
H -0.8241 -3.4936 0.6894
H -2.4721 -3.0345 0.0486
C 0.7055 -2.8196 -1.9166
H 1.5841 -2.8122 -1.2824
H 0.3470 -3.8526 -2.0654
H 0.9697 -2.4374 -2.9184
C 1.4025 -0.6910 1.4857
O 2.4583 -0.9881 1.4170
H -0.4715 0.4317 1.1600
C 0.6136 0.2982 5.2076
C -0.2505 1.3526 4.5421
C -1.4386 1.6110 5.4444
O -0.7682 0.7669 3.3378
B 0.0688 1.2398 2.3088
O 0.9211 2.3094 2.6590
C 0.4945 2.6505 4.0219
C -0.4358 3.8675 3.8870
C 1.7259 3.0734 4.8026
H 1.0142 0.6900 6.1492
H 1.4230 -0.0718 4.5726
H -0.0235 -0.5703 5.3980
H -1.9689 0.6702 5.6068
H -1.0405 2.0099 6.3919
H -2.1540 2.3146 5.0064
H -0.6871 4.2440 4.8941
H 0.0711 4.6431 3.2886
H -1.3559 3.6090 3.3269
H 2.4537 2.2542 4.8422
H 2.2198 3.9096 4.2849
H 1.4284 3.3686 5.8128
*
```

***

Entry 2:
A single C26H36F4N3O8P molecule in a non-equilibrium geometry, computed with ωB97M-V/def2-TZVPD.

Properties
E_HOMO: -0.251 Ha
M: 625.55 g mol⁻¹
DFT total energy: -68523.0681 eV

The geometry in ORCA input format:
```
! wB97M-V def2-TZVPD RIJCOSX def2/J DEFGRID3
* xyz 0 1
C -1.0122 4.4898 0.7842
C -0.5746 3.1856 0.3952
N -0.3031 1.6735 0.1531
C -0.0296 1.9268 -1.3480
O 1.2839 2.3373 -1.7659
C 1.3923 2.5747 -3.1982
C 2.9487 2.6357 -3.8103
O 0.4215 2.6975 -4.1013
C -1.5162 0.7076 0.3775
C -2.4109 0.9987 1.7675
O -3.1110 2.2872 1.8230
O -4.2965 2.1153 2.3891
C -2.8678 0.9400 -0.6008
C -3.9950 -0.2354 -0.7538
C -5.3707 0.0364 -1.6712
C -5.2983 1.5565 -2.2609
C -4.1598 2.6531 -1.9927
N -3.0438 2.2786 -1.1837
C -0.7609 -0.8183 0.3793
C -0.8654 -1.7536 -0.9280
C -2.0015 -2.8004 -1.3265
C -1.2917 -3.9461 -2.3322
O -0.5744 -3.1829 -3.3662
C -1.3074 -1.8696 1.5552
F -2.7539 -2.1222 1.6258
F -0.8185 -3.2915 1.4035
F -1.0098 -1.5384 2.9570
C 0.8902 -0.3870 0.5559
N 1.4742 -1.3631 1.5176
C 2.7981 -1.2524 2.1099
C 3.4997 -2.7637 2.3459
C 5.1536 -2.5798 2.1792
P 2.1822 -0.6494 -0.8570
C 2.8511 -2.4832 -0.9808
O 1.5396 -0.5452 -2.4930
C 0.8829 1.2372 1.0517
C 2.2917 2.1103 0.9678
O 3.5226 1.7154 0.6711
O 2.3501 3.5956 1.2271
C 0.8276 1.3877 2.6886
C 0.1431 2.6731 3.3970
F 2.2125 1.5393 3.3126
H -1.7050 5.3406 1.2543
H -0.4274 1.0666 -2.0364
H -0.6550 2.8746 -1.7463
H 3.0272 1.8910 -4.7297
H 3.2949 3.7224 -4.0702
H 3.6647 2.1691 -2.9768
H -1.8324 0.8493 2.7567
H -3.3428 0.2542 1.8561
H -4.6373 2.9978 2.7239
H -3.9982 -1.2975 -0.2877
H -6.2140 -0.7561 -1.8364
H -6.1972 1.8734 -2.9660
H -4.2669 3.7397 -2.4744
H 0.0992 -2.4594 -0.9015
H -0.8624 -1.0240 -1.8735
H -2.8871 -2.4020 -2.0222
H -2.5079 -3.4469 -0.5019
H -2.1465 -4.5470 -2.8950
H -0.6398 -4.7166 -1.7401
H 0.2096 -3.6898 -3.7360
H 1.3967 -2.3620 1.2592
H 3.6467 -0.6560 1.5954
H 2.6683 -0.9205 3.2525
H 3.1808 -3.5528 1.5554
H 3.3447 -3.1522 3.4461
H 5.4269 -1.9351 1.2132
H 5.6376 -2.0010 3.0849
H 5.7188 -3.5971 2.0585
H 3.1081 -2.7847 -2.0969
H 3.8934 -2.5553 -0.4029
H 2.0883 -3.2736 -0.5896
H 2.2528 -0.9516 -3.0806
H 0.4259 0.4480 3.2591
H 0.1670 2.4704 4.5742
H -0.9634 2.9130 3.1384
H 0.7394 3.7003 3.2716
*
```